{"formula": "C45H40IrOP2S", "method": "ωB97M-V/def2-TZVPD", "symbols": ["Ir", "O", "S", "C", "C", "C", "C", "C", "C", "P", "C", "C", "C", "C", "C", "C", "C", "C", "C", "C", "C", "C", "C", "C", "C", "C", "C", "C", "P", "C", "C", "C", "C", "C", "C", "C", "C", "C", "C", "C", "C", "H", "H", "H", "H", "H", "H", "H", "H", "H", "H", "H", "H", "H", "H", "H", "H", "H", "H", "H", "H", "H", "H", "H", "H", "H", "H", "H", "H", "C", "C", "C", "C", "C", "C", "C", "C", "C", "H", "H", "H", "H", "H", "H", "H", "H", "H", "H", "H", "H"], "xyz": [[-0.32215, -0.40626, 1.11370], [-0.34776, 2.16121, 2.88468], [0.24303, 1.68262, 1.64895], [1.99956, 1.73889, 1.71594], [2.63308, 2.67195, 2.51898], [4.01221, 2.80225, 2.39559], [4.70472, 2.04688, 1.45891], [4.04490, 1.11234, 0.66647], [2.67525, 0.92651, 0.81673], [1.74802, -0.30532, -0.13146], [2.00855, 0.22343, -1.84516], [1.84251, 1.57438, -2.16696], [2.09802, 2.02790, -3.44874], [2.53538, 1.14529, -4.42766], [2.74631, -0.18700, -4.10679], [2.49204, -0.65014, -2.82467], [2.56888, -1.90168, 0.05435], [2.04752, -3.00705, -0.62639], [2.61158, -4.25953, -0.45656], [3.69712, -4.42422, 0.39843], [4.21616, -3.33247, 1.07761], [3.65582, -2.07170, 0.90847], [-0.15039, 2.73245, 0.28133], [0.36339, 4.01733, 0.21041], [0.03126, 4.80105, -0.88816], [-0.79444, 4.29563, -1.88505], [-1.31446, 3.00893, -1.78999], [-0.99269, 2.21523, -0.69869], [-1.72440, 0.58010, -0.45523], [-1.98167, -0.24766, -2.02279], [-3.06797, 0.11782, -2.82491], [-3.23628, -0.47027, -4.06901], [-2.33115, -1.42063, -4.52176], [-1.25176, -1.78830, -3.72744], [-1.08120, -1.20589, -2.48374], [-3.35183, 0.92016, 0.22185], [-3.60518, 2.13396, 0.86466], [-4.86235, 2.38526, 1.39783], [-5.86738, 1.43519, 1.28830], [-5.62200, 0.22646, 0.64316], [-4.37132, -0.03235, 0.11069], [2.06722, 3.27509, 3.21849], [4.54228, 3.50971, 3.01911], [5.77290, 2.17877, 1.34846], [4.60246, 0.52552, -0.05372], [1.56090, 2.29156, -1.41134], [1.97844, 3.07838, -3.67878], [2.74136, 1.50210, -5.42797], [3.13092, -0.87122, -4.85124], [2.70812, -1.68333, -2.60488], [1.19612, -2.89815, -1.28511], [2.21162, -5.10936, -0.99439], [4.13997, -5.40287, 0.52723], [5.06527, -3.45710, 1.73644], [4.07356, -1.23497, 1.45151], [1.01423, 4.40672, 0.98285], [0.42265, 5.80649, -0.96576], [-1.04161, 4.91100, -2.74007], [-1.96304, 2.62691, -2.56898], [-3.77922, 0.86351, -2.49297], [-4.07911, -0.18515, -4.68394], [-2.46921, -1.87757, -5.49256], [-0.54516, -2.52936, -4.07851], [-0.24556, -1.50277, -1.87161], [-2.83531, 2.89003, 0.95350], [-5.05730, 3.32795, 1.89097], [-6.85009, 1.64044, 1.69161], [-6.41323, -0.50405, 0.53945], [-4.20699, -0.96054, -0.42560], [-3.07356, -0.26300, 3.37731], [-1.88437, -0.97649, 2.81037], [-0.60865, -0.82002, 3.39392], [0.50963, -1.58956, 3.00391], [1.81497, -1.45762, 3.73677], [0.32820, -2.53896, 1.96970], [-0.90359, -2.71550, 1.30450], [-1.12298, -3.76951, 0.25714], [-1.98546, -1.88211, 1.71933], [-3.40712, 0.54655, 2.72997], [-2.83084, 0.15880, 4.35010], [-3.90184, -0.96184, 3.49314], [-0.48693, -0.07752, 4.17431], [2.41128, -0.63086, 3.34507], [2.39958, -2.37127, 3.65459], [1.63193, -1.25599, 4.79135], [1.16690, -3.16037, 1.68696], [-0.98759, -3.36986, -0.74800], [-2.13901, -4.15645, 0.32312], [-0.43298, -4.59917, 0.39820], [-2.93872, -1.99978, 1.22018]], "e_above_lowest_kcal_mol": 0.0, "spin_multiplicity": 1, "mol_weight_g_mol": 883.0, "charge": 3}

{"formula": "C4H8O2Yb", "method": "ωB97M-V/def2-TZVPD", "symbols": ["C", "C", "C", "C", "O", "Yb", "H", "H", "H", "H", "H", "H", "H", "O", "H"], "xyz": [[0.65856, -1.78709, 1.09821], [0.43995, -0.34404, 0.87199], [-0.76809, 0.24389, 0.68104], [-0.81080, 1.62875, 0.36050], [-1.87975, 2.25045, 0.18870], [-2.89667, 4.44385, -0.30206], [1.40136, -2.15914, 0.37615], [-0.26918, -2.36799, 1.05631], [1.33635, 0.27963, 0.78964], [1.12434, -1.89112, 2.09648], [-1.70431, -0.31496, 0.73289], [0.14452, 2.17118, 0.26068], [0.34724, -0.55879, -2.47895], [1.31003, -0.53686, -2.48210], [1.56645, -1.05779, -3.24949]], "e_above_lowest_kcal_mol": 0.0, "spin_multiplicity": 2, "s2": 0.76, "mol_weight_g_mol": 261.1, "charge": 3}

{"formula": "C4H7N3S", "method": "ωB97M-V/def2-TZVPD", "symbols": ["C", "N", "N", "C", "C", "S", "N", "C", "H", "H", "H", "H", "H", "H", "H"], "xyz": [[0.67691, 2.54034, 0.42118], [0.10637, 1.75244, -0.42409], [-0.08025, 0.47245, 0.19178], [-0.04966, -0.49070, -0.65298], [0.06365, -0.24411, -2.10689], [-0.21801, -2.18261, -0.33081], [-0.59348, -2.55949, 1.33670], [-0.69976, -1.65237, 2.19135], [0.80509, 2.26494, 1.45529], [0.88953, 3.55067, 0.15190], [1.17232, -0.02060, -2.24268], [-0.63201, 0.49099, -2.54686], [-0.21096, -1.23975, -2.62967], [-0.72431, -2.10109, 3.14355], [-0.50543, -0.58111, 2.04225]], "e_above_lowest_kcal_mol": 90.9, "spin_multiplicity": 1, "smiles": "C=N/N=C(\\C)SN=C", "mol_weight_g_mol": 129.2, "charge": 0}

{"formula": "C13H23Cl3IrO2", "method": "ωB97M-V/def2-TZVPD", "symbols": ["C", "C", "C", "C", "C", "C", "C", "C", "C", "C", "Ir", "Cl", "Cl", "Cl", "H", "H", "H", "H", "H", "H", "H", "H", "H", "H", "H", "H", "H", "H", "H", "O", "H", "C", "C", "C", "O", "H", "H", "H", "H", "H", "H", "H"], "xyz": [[-1.31125, 0.77651, -1.37650], [-1.44988, -0.58351, -1.91166], [-0.16677, -1.16427, -1.93641], [-2.72594, -1.20424, -2.21681], [0.81089, -0.20451, -1.42203], [0.12027, 1.05565, -1.18467], [0.76590, 2.38937, -1.27046], [-2.36698, 1.78100, -1.51817], [0.16416, -2.58179, -2.36876], [2.27994, -0.40623, -1.28729], [-0.55716, 0.35019, 0.66599], [-2.73760, -3.34786, -0.40166], [-2.63485, -0.24220, 1.38221], [-0.19152, -1.97007, 1.02907], [-3.56878, -0.54603, -2.02125], [-2.85554, -2.07449, -1.39224], [-2.77797, -1.73556, -3.17540], [-0.64027, -3.28809, -2.03878], [1.14225, -2.91993, -1.93386], [0.25386, -2.64937, -3.48287], [2.51458, -1.34133, -0.74145], [2.69164, 0.44507, -0.72430], [2.78619, -0.45197, -2.27596], [1.72226, 2.39058, -0.72982], [0.11068, 3.16326, -0.86140], [1.00069, 2.68214, -2.30295], [-3.34973, 1.37684, -1.25899], [-2.45138, 2.11135, -2.55478], [-2.15100, 2.65333, -0.91229], [-0.86344, 2.22279, 1.30662], [-0.00339, 2.51885, 1.65673], [2.71989, 0.44608, 3.32302], [1.42158, -0.22404, 2.88460], [0.29906, -0.13047, 3.93701], [1.18089, 0.49178, 1.69352], [2.52085, 1.52617, 3.39719], [3.48104, 0.22827, 2.57450], [3.11993, 0.08768, 4.28261], [1.60174, -1.27702, 2.55989], [0.02355, 0.92186, 4.16334], [-0.59903, -0.66106, 3.58309], [0.67059, -0.61475, 4.86143]], "spin_multiplicity": 6, "s2": 8.78, "energy_ev": -58351.96549, "mol_weight_g_mol": 509.9, "charge": -2}

{"formula": "C46H52BN13OPb", "method": "ωB97M-V/def2-TZVPD", "symbols": ["Pb", "C", "C", "C", "C", "N", "N", "B", "N", "C", "C", "C", "C", "N", "N", "C", "C", "C", "C", "N", "N", "C", "C", "C", "C", "N", "H", "H", "H", "H", "H", "H", "H", "H", "H", "H", "H", "H", "H", "H", "H", "H", "H", "H", "H", "H", "C", "C", "C", "C", "C", "C", "C", "N", "C", "N", "C", "C", "C", "C", "C", "C", "C", "N", "C", "C", "C", "C", "C", "C", "C", "H", "H", "H", "H", "H", "H", "H", "H", "H", "H", "H", "H", "H", "H", "H", "H", "H", "H", "H", "H", "H", "H", "C", "C", "O", "N", "C", "C", "C", "C", "C", "C", "N", "H", "H", "H", "H", "H", "H", "H", "H", "H", "H"], "xyz": [[0.21895, -0.35383, 0.19378], [1.83191, -1.95711, 3.10630], [1.15746, -0.65879, 3.39850], [1.25763, 0.09426, 4.57179], [0.44422, 1.18427, 4.37549], [-0.12105, 1.08157, 3.15698], [0.33038, -0.04190, 2.54315], [-1.09958, 2.06406, 2.52901], [-2.01931, 1.37083, 1.45401], [-3.26641, 1.82074, 1.26640], [-3.79256, 1.27804, 0.11590], [-2.80182, 0.46640, -0.40484], [-2.87521, -0.33016, -1.65263], [-1.72790, 0.51226, 0.41943], [-0.26529, 3.18010, 1.75220], [-0.12390, 4.48386, 1.95817], [0.73607, 5.04206, 1.02787], [1.26462, 3.96531, 0.16520], [2.78207, 3.95958, 0.15784], [0.55818, 2.73932, 0.69181], [-1.95054, 2.68832, 3.57851], [-2.60418, 2.02584, 4.58238], [-3.55291, 2.86019, 5.08946], [-3.44252, 4.05267, 4.32773], [-4.23423, 5.30654, 4.47366], [-2.49479, 3.93791, 3.41633], [1.85471, -2.56582, 4.00943], [2.86299, -1.80003, 2.78477], [1.30675, -2.51912, 2.33528], [1.82939, -0.14518, 5.45143], [0.20261, 2.00825, 5.02640], [-3.70377, 2.51220, 1.96822], [-4.77784, 1.42768, -0.28962], [-3.91811, -0.52202, -1.89640], [-2.38630, -1.29274, -1.54108], [-2.43007, 0.21567, -2.48527], [-0.67710, 4.95099, 2.76017], [1.03318, 6.07866, 0.98743], [3.17089, 3.94703, 1.17664], [3.12505, 4.87659, -0.32246], [3.19628, 3.12064, -0.39149], [-2.34225, 1.01585, 4.85350], [-4.23190, 2.66378, 5.90112], [-4.11798, 5.71806, 5.47602], [-5.29628, 5.11152, 4.32467], [-3.91029, 6.05088, 3.74989], [1.96409, -5.63032, 1.92220], [2.28831, -6.08830, 0.52716], [3.30623, -7.00781, 0.29184], [3.63195, -7.41126, -0.99568], [2.94005, -6.90760, -2.08817], [1.91602, -5.99669, -1.88098], [1.60734, -5.59724, -0.58678], [0.54316, -4.63944, -0.39526], [0.73085, -3.32229, -0.32254], [1.98306, -2.89810, -0.66937], [2.79974, -1.84647, -0.18894], [2.33710, -0.60771, 0.22646], [3.16313, 0.35838, 0.78230], [4.52039, 0.10487, 0.84223], [5.01230, -1.10558, 0.36814], [4.18519, -2.09624, -0.13785], [4.75393, -3.40860, -0.60582], [-0.27391, -2.49106, -0.00831], [-1.61210, -3.05611, 0.05900], [-2.12812, -3.64275, -1.10170], [-3.40425, -4.17441, -1.12450], [-4.18519, -4.10982, 0.02097], [-3.66940, -3.53752, 1.17007], [-2.37863, -3.00806, 1.22343], [-1.87408, -2.43373, 2.51543], [2.35832, -6.32861, 2.65701], [0.89087, -5.53624, 2.08873], [2.42243, -4.65576, 2.12161], [3.84553, -7.42190, 1.13435], [4.42378, -8.13258, -1.14531], [3.18310, -7.23372, -3.08965], [1.34447, -5.60447, -2.71362], [-0.39931, -4.97813, -0.25312], [2.53811, -3.68191, -0.99940], [2.74919, 1.28297, 1.16216], [5.19605, 0.83960, 1.25900], [6.07674, -1.29695, 0.41367], [5.83644, -3.40859, -0.50694], [4.52771, -3.59688, -1.65934], [4.37030, -4.25092, -0.02308], [-1.51245, -3.70354, -1.99215], [-3.78415, -4.63499, -2.02614], [-5.18632, -4.51834, 0.02270], [-4.27393, -3.51137, 2.06777], [-2.51200, -2.75066, 3.33798], [-1.87666, -1.34291, 2.50187], [-0.85889, -2.76357, 2.73555], [-0.39804, 4.84192, -1.67882], [0.50558, 3.73229, -1.20256], [-0.25717, 2.65418, -0.51867], [1.28732, 3.22636, -2.24722], [1.89599, 1.91193, -2.16992], [1.18822, 0.82199, -2.94729], [1.37862, 0.77610, -4.32274], [0.80666, -0.23371, -5.07410], [0.07514, -1.20834, -4.41427], [-0.06973, -1.10411, -3.04790], [0.44460, -0.10354, -2.31640], [-1.02534, 5.21209, -0.87100], [-1.04824, 4.47061, -2.47118], [0.19615, 5.66758, -2.07273], [1.04439, 3.55166, -3.16973], [1.97133, 1.62105, -1.12666], [2.91941, 1.96448, -2.55070], [1.99621, 1.52891, -4.79583], [0.94677, -0.27226, -6.14605], [-0.37517, -2.03556, -4.94435], [-0.62425, -1.85289, -2.50378]], "e_above_lowest_kcal_mol": 0.5, "spin_multiplicity": 2, "s2": 0.77, "mol_weight_g_mol": 1021.0, "charge": 3}

{"formula": "C3H9N5", "method": "ωB97M-V/def2-TZVPD", "symbols": ["C", "C", "C", "N", "N", "N", "N", "N", "H", "H", "H", "H", "H", "H", "H", "H", "H"], "xyz": [[-2.79315, -1.05286, 1.46751], [-0.37997, 1.07859, -0.55788], [1.54208, -0.22798, -0.20438], [-1.68157, -0.92960, 0.99156], [2.81805, -0.48235, -0.48879], [0.95626, -0.82388, 0.74407], [-1.14727, 2.02480, -0.99436], [0.80540, 0.68474, -0.91888], [-2.89122, -2.09314, 1.75849], [-3.48764, -0.26588, 1.51607], [3.30122, -1.25919, -0.07949], [3.41521, 0.17072, -0.94535], [1.65523, -1.29684, 1.33636], [-0.16759, -1.00442, 0.92192], [-2.11027, 1.87749, -0.84270], [-1.03823, 2.45847, -1.87978], [1.20348, 1.14135, -1.82438]], "e_above_lowest_kcal_mol": 86.9, "spin_multiplicity": 1, "mol_weight_g_mol": 115.1, "charge": 2}

Number 2 is which compound? C4H8O2Yb